[1]
Molecular formula: C39H41Br2HoN5O
Method: DFT, wB97M-V/def2-TZVPD

The charge is +1. The lowest unoccupied orbital energy (spin up / spin down) is -2.3 / -2.3 eV. The multiplicity is 5.

Element x y z (Å)
Br (6.1533, -2.6323, -4.1860)
C (-1.9996, 1.7605, -2.2334)
C (1.3142, 2.6144, -0.6280)
C (-2.1351, -0.2659, 3.8566)
C (-2.7969, -1.3270, -0.3628)
N (-1.1507, 1.2939, 2.0700)
Ho (-0.3655, -0.2573, 0.2351)
C (1.5314, 3.9631, -0.8406)
H (-0.2133, -3.0744, 0.9201)
N (2.3476, 0.8330, -3.0379)
H (2.4235, 4.2839, -1.3621)
C (-0.5747, 4.3524, 0.1639)
H (1.9940, 1.8642, -1.0066)
C (4.1250, -0.7635, -3.4545)
C (2.7785, 1.5826, -4.0220)
H (-2.9711, -0.2372, 4.5095)
C (1.7165, 0.7009, 4.4202)
C (1.9140, 2.7353, -4.3778)
H (-3.7240, -1.6082, 1.5802)
C (-2.1161, 0.4486, -1.6275)
C (-0.6007, 3.0186, 0.4835)
H (1.5518, 2.8282, -5.3877)
H (0.0192, -1.7260, -3.3154)
C (-1.5281, -3.2264, -1.4161)
H (-2.9231, 0.3064, 1.8720)
O (1.4756, -0.5993, -0.8659)
H (-4.7291, 0.5520, 0.6388)
H (-1.9629, -3.6025, -2.3610)
C (-1.3973, -0.7060, -2.1098)
H (-1.9811, -3.8325, -0.5909)
C (-1.9304, -2.7605, 4.2919)
H (-4.7172, -2.1155, 0.2915)
C (-0.9010, -4.1276, 2.6031)
C (-0.0765, 1.7661, 2.9994)
N (1.3051, -0.0984, 2.2388)
H (-0.6284, -5.0263, 2.1250)
C (-1.6982, 2.4527, 1.3216)
H (2.5387, 3.6205, -4.1151)
H (-5.0686, 0.3881, -1.0910)
H (-2.6881, 1.7684, -3.1178)
C (-3.6949, -2.0760, 0.6137)
H (3.8891, -1.6411, 3.4849)
H (-2.3588, 2.5292, -1.5749)
H (-4.2600, 1.8517, -0.4597)
H (-1.7192, -4.8686, 4.4763)
H (-1.3033, 5.0241, 0.5416)
C (-3.0238, 0.0473, -0.6523)
H (-0.5575, 2.1057, 3.9434)
H (0.4955, 5.9221, -0.7071)
H (-0.4689, -3.4156, -1.4668)
H (-1.2788, -1.0506, -4.2353)
N (0.2814, 2.1279, 0.0458)
C (0.9781, 0.7084, 3.2350)
C (-2.3503, 0.7199, 2.7291)
C (4.6202, 0.1196, -4.4189)
H (-1.3201, 0.0666, 4.5143)
C (-1.5008, -4.0003, 3.8543)
H (1.4237, 1.3621, 5.2469)
H (1.0728, 2.7933, -3.7322)
C (-4.3458, 0.7878, -0.3484)
C (-1.7193, -1.6567, 3.4319)
H (0.0391, -0.0182, -3.6074)
C (3.1208, -0.9252, 3.4668)
C (3.0124, -0.3214, -2.7127)
H (-2.8835, 1.5493, 3.1805)
C (2.8455, -0.0930, 4.5313)
H (-2.5085, 2.1821, 0.7496)
H (-0.9690, 1.9823, -2.6048)
H (4.3994, 1.9027, -5.4957)
H (-3.3589, -3.1007, 0.7402)
H (-2.4187, -2.6561, 5.2468)
C (2.3157, -0.9166, 2.3467)
H (4.5291, -3.6739, -1.8341)
H (-2.0696, 3.2463, 1.9966)
C (0.4889, 4.8574, -0.5375)
H (3.4451, -0.1311, 5.3983)
C (4.6983, -2.0237, -3.1469)
C (-0.7557, -2.9834, 1.8679)
H (2.5105, -1.5447, 1.5131)
N (-1.1636, -1.7638, 2.2375)
H (5.5395, -0.0809, -4.9578)
C (3.1533, -2.2084, -1.3382)
C (4.2138, -2.7126, -2.1049)
C (2.4627, -1.0384, -1.5989)
C (3.9642, 1.2274, -4.7307)
C (-1.8208, -1.8288, -1.2550)
C (-0.6583, -0.8193, -3.4223)
H (0.3864, 2.6809, 2.5643)
Br (2.3116, -3.3921, -0.1254)

Atoms 1-3, force components in eV/Å:
0.007 -0.263 0.132
-0.270 0.805 -2.090
1.059 -0.276 -0.168

[2]
Molecular formula: C39H41NO24
Method: DFT, wB97M-V/def2-TZVPD

The charge is 0. The calculation puts the energy above the lowest of the compared OMol25 structures with the same formula, charge and spin at 21.8 kcal/mol. The lowest unoccupied orbital energy is -1.8 eV.

Element x y z (Å)
C (-1.5241, 7.4803, 9.2229)
H (2.4716, 3.7729, 1.9619)
H (6.3156, -5.1982, -0.9836)
C (1.1708, -0.0313, 4.6397)
H (-2.4791, -1.8267, 2.0949)
C (-1.2183, -3.1421, -5.7119)
H (-3.3163, 0.8378, -3.3959)
O (-0.1657, -1.3873, 0.9234)
H (6.8092, -1.7705, -1.7840)
C (-3.9151, -1.7261, -8.8958)
H (-1.8847, 8.4701, 9.4656)
O (0.9805, 2.5684, 7.0461)
C (5.0816, -3.8314, 0.4106)
C (3.3617, 2.7426, 0.2560)
C (-1.9063, -2.1290, -11.0983)
C (-0.7831, -0.3875, 6.2136)
C (-1.1839, -3.4762, -7.2511)
H (1.6306, 1.7864, -2.5966)
C (5.9857, -3.3932, -0.6950)
O (-0.0122, 3.9266, 1.1173)
H (-6.3448, -1.2035, -8.1317)
C (1.8496, 2.1953, -1.6199)
C (3.0808, 2.1744, -1.0984)
O (-0.7937, 0.8088, -5.2395)
N (-1.1967, -1.6650, -5.6146)
C (-2.2731, 1.2085, -3.3853)
H (-0.8234, -4.5160, -7.3848)
C (0.0373, -0.8546, 5.0579)
O (-4.3395, -1.3545, -7.5856)
C (-0.4857, 0.7351, 6.8719)
H (1.7475, -0.3714, 3.7889)
O (-0.2582, -1.8952, 4.4962)
H (-0.1611, 3.8259, 8.5176)
O (-2.4873, -3.2417, -7.7798)
C (-1.2421, 6.5750, 10.3378)
O (3.9800, -0.5316, 1.6191)
H (3.7734, -3.1190, 2.0008)
O (-1.8359, -1.1510, 6.5616)
O (-2.0702, -2.9898, -9.9799)
O (2.4993, 1.8717, 4.9324)
C (-0.5362, 4.8110, 8.7604)
C (0.6628, 1.5469, 6.4688)
H (-0.4430, -2.7640, -7.6840)
H (-1.7902, -1.4268, -8.5691)
H (-1.0706, 1.0831, 7.7121)
C (-5.5264, -0.5838, -7.6832)
O (-0.4475, 4.4107, 11.0657)
H (-3.9547, -0.8063, -9.5297)
O (4.1154, 1.6396, -1.7680)
H (-2.1005, -3.5989, -5.2073)
C (1.0254, 3.3728, 0.4651)
O (1.7111, -3.2157, 1.5377)
O (4.9363, -5.0188, 0.6251)
C (4.4083, -2.7960, 1.1950)
O (4.4907, 2.6868, 0.7058)
C (0.7376, 2.7821, -0.8744)
O (-0.4001, 2.8082, -1.3041)
H (4.2739, 0.3070, 1.2182)
H (0.7660, -1.5250, 0.6775)
C (2.2523, 3.3507, 0.9909)
C (5.4658, -1.0722, -0.2115)
C (4.5882, -1.5079, 0.9075)
O (5.5735, 0.1170, -0.4417)
H (-2.7427, -1.4182, -11.2590)
H (-2.2047, 2.1520, -3.9689)
H (-0.9525, -1.5515, -11.0855)
C (0.3400, -4.4598, 2.9955)
H (0.1607, 0.7837, -5.2736)
H (-0.6668, 4.9335, 11.8567)
C (-0.8408, 5.7079, 7.6453)
H (2.4976, 2.6149, 5.5612)
C (-1.3363, 7.0790, 7.9637)
O (-1.1637, -5.5758, 4.4001)
C (6.1610, -2.1010, -0.9843)
H (-1.9390, 1.4505, -2.3442)
C (-0.7211, 5.2135, 10.0198)
H (-1.3723, 7.3652, 6.1281)
C (-2.4512, -2.2878, -8.8214)
O (-0.7032, 5.3817, 6.4815)
H (-0.3081, 0.1023, -3.3731)
H (-0.2844, -3.5551, -5.2588)
C (-1.2279, 0.2144, -3.9912)
H (-1.7751, -1.2950, -6.3636)
C (1.4655, 1.0935, 5.2959)
O (-1.4121, 6.8912, 11.4996)
C (0.6242, -3.3669, 2.0666)
H (-2.9486, -1.0609, -4.5535)
H (-5.8977, -0.2964, -6.6753)
C (-0.4668, -2.3964, 1.7654)
C (-1.9708, -3.6257, 3.2209)
H (4.8904, 1.7396, -1.1887)
H (-0.7788, 3.8110, 0.5284)
C (-1.8548, -1.2037, -4.3644)
O (-3.0677, -3.7834, 3.7243)
H (-1.8491, -2.7902, -11.9924)
H (-1.7208, -1.9432, -3.5507)
C (-0.8724, -4.5833, 3.5391)
H (-1.8355, -1.8983, 5.9387)
H (1.1452, -5.1466, 3.2172)
C (-1.6778, -2.5219, 2.3049)
H (-5.3816, 0.3386, -8.2959)
O (6.6117, -4.3627, -1.3857)
H (-2.0967, -5.4421, 4.6422)
H (-4.6029, -2.4843, -9.3447)
O (-1.5852, 7.8905, 6.9192)

Atoms 1-3, force components in eV/Å:
0.006 -0.078 0.393
-0.014 -0.020 -0.004
0.009 -0.140 -0.019

[3]
Molecular formula: C39H41NO2P2Pd
Method: DFT, wB97M-V/def2-TZVPD

The charge is +2. The lowest unoccupied orbital energy (spin up / spin down) is -5.8 / -9.1 eV. The multiplicity is 5.

Element x y z (Å)
H (2.7330, -2.6275, 1.9240)
C (-2.1184, 0.9177, -2.6062)
H (-2.1434, 2.7551, -3.5595)
H (-3.8482, -5.2341, -1.2736)
H (2.6869, 0.8248, 2.8481)
H (-4.3324, -0.9780, -0.0465)
C (-2.2773, -2.4857, -0.0948)
C (-1.0659, -1.2190, -3.5020)
C (-3.4832, -4.5072, -0.5607)
H (-0.2754, 3.3138, -2.4899)
H (-5.9657, 0.8591, -0.5994)
H (5.4284, 3.1856, -1.8456)
C (-3.2407, 2.7701, -0.0692)
C (3.7617, 4.1098, -0.9068)
H (2.2549, -2.1959, -0.8385)
H (-1.1836, 0.2048, 5.6094)
N (-1.0465, 0.8291, 2.5784)
C (6.1273, -2.8854, 1.8075)
H (-2.3354, -3.4410, -2.0366)
H (-2.8585, 3.7689, 0.0041)
H (1.7575, -0.3570, -2.3307)
C (-1.4922, 1.8586, -3.5437)
C (-3.3036, -3.7061, 1.7072)
C (-1.8900, -0.5477, -2.4340)
C (-2.7445, 0.4378, -0.0080)
H (-0.8037, -2.2527, -3.2636)
C (-1.7290, 1.8839, 3.1219)
H (1.1719, 1.8424, -1.3936)
H (-3.1639, 1.2274, -2.4022)
C (4.0964, -1.1841, 1.0532)
C (-2.6607, -3.4787, -1.0025)
C (-4.0648, 0.0754, -0.1378)
C (6.4386, -1.6426, 1.2481)
C (0.2177, -0.4660, -3.8716)
C (-2.4657, -2.6782, 1.2805)
H (-4.5084, -5.4054, 1.1305)
H (5.6391, 0.2297, 0.4841)
C (4.1081, 1.7077, -0.9511)
H (-2.5938, -0.6295, 4.9192)
H (0.8896, -1.1713, -4.3972)
O (-1.7877, 3.0046, 2.6028)
C (2.6474, 3.9244, -0.0965)
Pd (-0.3117, 1.0195, -0.5315)
H (1.8985, -0.7332, 2.7860)
C (-3.8301, -4.6174, 0.7865)
C (3.7771, -2.3752, 1.7258)
H (-2.9394, -0.8907, -2.5622)
H (6.9291, -3.5897, 1.9994)
H (-2.2970, 2.2648, 5.1324)
H (-3.5429, 1.3939, 4.2123)
O (-0.4008, -1.2539, 3.3900)
C (4.5192, 3.0101, -1.2850)
C (1.5829, -1.4130, -0.3744)
H (0.2789, -2.8068, -1.1109)
P (-1.4399, -1.0469, -0.6876)
C (-1.0222, -0.1882, 3.4874)
C (2.3008, 2.6522, 0.3562)
H (-1.9470, -2.0497, 2.0159)
C (4.8040, -3.2351, 2.0889)
C (2.0678, 0.1747, 2.1981)
C (-4.9479, 1.1305, -0.3879)
C (-0.1128, 2.3941, -3.0683)
C (0.8785, 0.1416, -2.7105)
H (2.0248, 4.7629, 0.1633)
H (1.1049, 0.7248, 2.0999)
H (-1.7361, -1.1870, -4.3727)
C (-4.5506, 2.4638, -0.3664)
C (5.4194, -0.7522, 0.9057)
C (-2.2969, 1.7510, 0.0792)
H (-5.2588, 3.2505, -0.6214)
C (-1.8421, 0.1450, 4.7299)
H (1.3813, 2.5045, 0.9393)
H (-1.3110, 2.2800, 0.3111)
H (-0.0353, 0.3176, -4.6128)
C (0.5153, 1.3540, -2.1622)
H (-3.5370, -3.8202, 2.7668)
C (3.0414, 1.5046, -0.0656)
H (-1.4445, 1.5165, -4.5923)
H (7.4667, -1.3674, 1.0193)
H (4.5540, -4.1896, 2.5405)
C (0.2727, -1.7388, -0.7425)
H (4.6433, 0.8152, -1.3094)
H (0.5046, 2.6590, -3.9365)
P (2.6774, -0.1995, 0.5436)
H (4.0454, 5.1070, -1.2304)
C (-2.4600, 1.4790, 4.3957)

Atoms 1-3, force components in eV/Å:
0.328 -0.094 -0.144
-1.899 0.279 -0.387
0.177 -0.530 -0.228

Taking the records one at a time from the top gives F_max values of 3.6, 2.1, 4.5 eV/A.
Taking the records one at a time from the top gives total energy values of -7955.82353, -3371.11300, -2525.59264 Eh.